DFT (wB97M-V/def2-TZVPD) results for a molecular structure, C44H74AsF9N5O2 at a distorted geometry.

Each line ends with the Mulliken charge.
CARTESIAN COORDINATES (ANGSTROEM)
1 C 3.5184 -4.0131 2.1862  -1.2134
2 C 4.2785 -2.9530 1.4708  -0.0256
3 C 4.8633 -1.8678 2.3291  -0.6258
4 C 3.8777 -0.9500 3.0694  -0.2196
5 N 4.5023 0.1388 4.0174  0.6501
6 C 3.2930 0.7694 4.8597  0.6182
7 C 3.4996 0.3901 6.3112  -0.5591
8 C 4.9428 0.0249 6.4074  -0.6716
9 C 5.2453 -0.7074 5.1221  -0.7879
10 C 5.4683 1.1203 3.3170  -0.9688
11 C 4.9028 1.8620 2.0008  0.6480
12 C 5.8814 2.6129 1.1960  -1.5414
13 H 2.5887 -3.6403 2.6159  0.1266
14 H 4.2922 -4.2984 2.8989  0.3691
15 H 3.3811 -4.8740 1.5319  0.4515
16 H 3.5714 -2.3893 0.8622  -0.3729
17 H 5.0504 -3.2922 0.7799  0.5535
18 H 5.4219 -1.2729 1.6065  0.2646
19 H 5.5560 -2.3501 3.0187  0.2734
20 H 3.1780 -1.5740 3.6253  0.3938
21 H 3.2093 -0.3866 2.4182  -0.1361
22 H 3.3253 1.8486 4.7105  0.2330
23 H 2.3018 0.4067 4.5874  -0.6884
24 H 3.1861 1.1485 7.0286  0.4020
25 H 2.8377 -0.4476 6.5309  0.1163
26 H 5.5455 0.9332 6.4004  0.3215
27 H 5.1157 -0.6492 7.2463  0.4581
28 H 6.2764 -0.7947 4.7794  0.3387
29 H 4.8025 -1.7021 5.1740  0.3940
30 H 6.3817 0.5881 3.0513  0.4252
31 H 5.6287 1.8459 4.1143  0.4649
32 H 4.0739 2.5055 2.2956  0.1561
33 H 4.4869 1.0987 1.3432  -0.2286
34 H 5.4582 3.5747 0.9063  0.3708
35 H 6.2666 1.9250 0.4433  0.3997
36 H 6.8108 2.7264 1.7540  0.3893
37 C -6.7268 -5.0095 -4.6584  -1.4301
38 C -5.7097 -4.1358 -3.8963  -0.4869
39 C -5.9552 -2.6451 -3.7781  -0.3705
40 C -4.8702 -1.9279 -2.9225  -1.0308
41 N -4.9039 -0.3007 -3.0329  0.2211
42 C -4.2774 0.0629 -4.3622  -0.7984
43 C -2.7344 0.0724 -4.1122  -0.7329
44 C -2.6237 0.5952 -2.6808  -0.1347
45 C -3.9836 0.4320 -1.9821  -0.2363
46 C -6.4135 0.2160 -2.9950  -1.2578
47 C -7.2824 0.0091 -1.7104  -0.2318
48 C -8.7696 0.0526 -2.0441  -1.5037
49 H -7.7061 -5.0798 -4.1850  0.3537
50 H -6.3499 -6.0267 -4.7647  0.4041
51 H -6.8341 -4.6902 -5.6951  0.3511
52 H -4.8045 -4.3720 -4.4558  0.3291
53 H -5.6453 -4.5698 -2.8985  0.3264
54 H -6.8986 -2.4552 -3.2661  0.1882
55 H -6.1157 -2.1757 -4.7487  0.3982
56 H -3.8660 -2.1146 -3.3031  0.5429
57 H -4.8159 -2.0861 -1.8454  0.6036
58 H -4.7059 1.0512 -4.5288  0.4956
59 H -4.6374 -0.6695 -5.0848  0.4451
60 H -2.2703 0.7208 -4.8554  0.5443
61 H -2.3502 -0.9367 -4.2615  0.0921
62 H -2.2257 1.6052 -2.5830  0.4510
63 H -1.8364 0.0139 -2.2009  -0.1064
64 H -4.4273 1.4256 -1.9192  0.3212
65 H -4.0232 -0.1953 -1.0916  0.1578
66 H -6.7417 -0.2418 -3.9282  0.6022
67 H -6.2445 1.2364 -3.3391  0.6230
68 H -6.9301 0.7177 -0.9608  0.3500
69 H -7.1209 -0.9854 -1.2947  0.3250
70 H -8.9759 0.9978 -2.5462  0.3579
71 H -9.2624 -0.1091 -1.0854  0.4200
72 H -9.1256 -0.7069 -2.7403  0.3335
73 As 0.8003 1.0479 0.7736  1.7495
74 F 2.4582 1.3186 0.0625  -0.5049
75 F 0.1535 0.8248 -0.9049  -0.4650
76 F -0.7922 0.6810 1.4164  -0.4482
77 F 1.2728 1.2130 2.5202  -0.3952
78 F 0.3730 2.8168 0.7457  -0.5220
79 F 1.3019 -0.6901 0.7814  -0.4223
80 N -3.6384 0.1901 1.6687  0.1863
81 C -3.9520 -1.0894 2.0433  -0.2429
82 C -5.3743 -1.2185 2.0215  -1.0726
83 C -5.8612 -0.0527 1.4045  -0.1420
84 C -4.7864 0.8012 1.1722  -0.8274
85 H -2.6822 0.5077 1.5983  0.2935
86 H -3.1312 -1.6794 2.4235  0.4373
87 H -5.9977 -2.0365 2.3512  0.4138
88 H -6.9126 0.1768 1.3134  0.5945
89 H -4.6364 1.7771 0.7345  0.5496
90 N -0.1556 -0.9085 3.6542  0.6958
91 C 0.0583 -2.2177 3.5407  -0.4373
92 C 0.4577 -2.6530 4.7385  -1.0217
93 C 0.4177 -1.6443 5.6973  -0.4370
94 C -0.0744 -0.5649 4.9831  -0.7614
95 H -0.3851 -0.3075 2.8756  0.0245
96 H -0.0322 -2.6672 2.5628  0.5306
97 H 0.7516 -3.6618 4.9884  0.4371
98 H 0.6046 -1.5785 6.7589  0.6754
99 H -0.1506 0.4252 5.4076  0.4701
100 N 1.9665 5.7554 4.0601  -0.0015
101 C 2.2931 7.0646 4.0273  -0.5750
102 C 1.7248 7.5922 2.8558  -0.3879
103 C 1.0313 6.5804 2.2196  -0.5007
104 C 1.1073 5.4430 2.9807  -0.3449
105 H 2.4400 5.0314 4.5814  0.2225
106 H 2.9029 7.5225 4.7921  0.3924
107 H 1.8350 8.5932 2.4657  0.3740
108 H 0.4303 6.7168 1.3327  0.4048
109 H 0.8259 4.4120 2.8251  0.4007
110 C 4.3176 2.5704 -5.1168  -0.3807
111 C 3.4649 3.3634 -5.8230  -0.5457
112 C 2.2362 3.7513 -5.2188  -0.4188
113 C 1.9687 3.3316 -3.9168  -0.4970
114 C 2.8627 2.4851 -3.1833  -0.0876
115 C 4.0750 2.1570 -3.8209  -0.4339
116 H 5.2864 2.2893 -5.5026  0.3734
117 H 3.6896 3.6745 -6.8325  0.3752
118 H 1.3877 4.3069 -5.5899  0.3638
119 H 1.1646 3.7674 -3.3425  0.3998
120 H 2.5686 2.0466 -2.2411  0.4359
121 H 4.8251 1.5336 -3.3570  0.3653
122 C 2.7423 -2.9562 -1.9979  -0.9950
123 C 1.6303 -1.9595 -2.3331  0.3568
124 O 1.5784 -1.7498 -3.7868  -0.2655
125 C 0.7213 -2.5133 -4.5328  0.4081
126 O 0.1973 -3.5758 -4.1444  -0.5739
127 C 0.5967 -2.1151 -6.0123  0.7649
128 F -0.7194 -1.8531 -6.3942  -0.2601
129 F 1.2861 -1.0015 -6.2925  -0.2131
130 F 0.9794 -3.1835 -6.7683  -0.2332
131 H 2.7333 -3.9285 -2.4905  0.4217
132 H 2.7085 -3.2059 -0.9374  0.0816
133 H 3.6864 -2.4832 -2.2680  0.3390
134 H 1.8251 -1.0150 -1.8251  -0.1649
135 H 0.6869 -2.3906 -1.9980  0.3456

Calculated values
LUMO level: -1.84 eV
2S+1: 1
Max |F|: 4.2 eV/A
Charge: +1
Frontier orbital gap: 7.575 eV

DFT (wB97M-V/def2-TZVPD) results for 11 unconnected molecules or ions with the total composition C44H74N6O10S5 at a distorted geometry.

Each line ends with the Mulliken charge.
CARTESIAN COORDINATES (ANGSTROEM)
1 C -10.5482 3.0663 2.8225  -1.1865
2 C -10.0644 3.8654 1.5776  -0.3331
3 C -8.5019 3.7120 1.4906  -0.5044
4 C -7.9111 4.2124 0.2425  0.1679
5 N -7.4526 4.5862 -0.7360  -0.3875
6 H -10.0216 3.2782 3.7530  0.3263
7 H -10.5055 1.9986 2.6076  0.3225
8 H -11.5949 3.2644 3.0535  0.3399
9 H -10.3537 4.9152 1.6273  0.3369
10 H -10.4479 3.3734 0.6838  0.2954
11 H -8.2189 2.6729 1.6583  0.3159
12 H -8.1051 4.1928 2.3847  0.3051
13 C -2.4404 -6.2754 -6.6511  -1.1649
14 C -2.8236 -4.7919 -6.5184  -0.3219
15 C -1.5530 -3.9861 -6.5562  -0.4526
16 C -0.6879 -4.0618 -7.7612  0.2560
17 N -0.0356 -4.1289 -8.6937  -0.4049
18 H -1.8782 -6.6233 -5.7845  0.2922
19 H -1.7339 -6.5231 -7.4433  0.3703
20 H -3.3282 -6.9079 -6.6512  0.3143
21 H -3.4422 -4.6009 -5.6415  0.3033
22 H -3.4117 -4.5714 -7.4093  0.2711
23 H -0.9389 -4.2022 -5.6820  0.2741
24 H -1.8121 -2.9292 -6.4934  0.2644
25 C 2.2482 1.6687 10.1403  -0.6368
26 C 3.2577 2.7473 10.5072  -0.5451
27 C 4.6554 2.0963 10.4157  -0.6036
28 S 4.4684 0.2598 10.5943  1.0616
29 O 5.0509 -0.2208 11.8551  -0.6446
30 O 4.6845 -0.4683 9.3218  -0.6234
31 C 2.6808 0.3628 10.8716  -0.7329
32 H 2.3417 1.2876 9.1234  0.2993
33 H 1.2104 1.9679 10.2867  0.3595
34 H 3.0804 3.0948 11.5250  0.2990
35 H 3.2400 3.6311 9.8695  0.2928
36 H 5.2968 2.4414 11.2266  0.3307
37 H 5.2900 2.2300 9.5396  0.3794
38 H 2.5283 0.5069 11.9412  0.3279
39 H 2.1642 -0.5611 10.6115  0.4358
40 C -1.3810 9.3463 2.9065  -0.5737
41 C -1.5380 8.3642 1.7286  -0.6207
42 C -1.0369 6.9894 2.1161  -0.5783
43 S 0.2411 7.1814 3.4694  1.0266
44 O 1.5804 6.8574 3.0082  -0.6189
45 O -0.2974 6.6173 4.7353  -0.6201
46 C 0.0498 9.1095 3.4882  -0.7316
47 H -2.1414 9.1117 3.6514  0.3047
48 H -1.5865 10.3795 2.6264  0.3503
49 H -0.9367 8.6596 0.8688  0.3007
50 H -2.5766 8.3131 1.4019  0.3061
51 H -0.5304 6.4770 1.2982  0.3477
52 H -1.8306 6.3348 2.4762  0.3526
53 H 0.7237 9.4993 2.7254  0.3300
54 H 0.3157 9.5179 4.4632  0.4227
55 C -0.7176 -6.7589 0.1221  -0.6206
56 C -0.0749 -8.0867 0.6018  -0.5756
57 C 1.1062 -8.3913 -0.3350  -0.6806
58 S 1.7792 -6.7633 -0.9480  1.0517
59 O 1.5953 -6.7956 -2.4230  -0.6247
60 O 3.0889 -6.4546 -0.3118  -0.6344
61 C 0.5025 -5.7709 -0.1189  -0.7135
62 H -1.4902 -6.4478 0.8252  0.3569
63 H -1.2542 -6.7733 -0.8266  0.3140
64 H -0.8534 -8.8495 0.6019  0.3142
65 H 0.3315 -7.9902 1.6086  0.2834
66 H 0.8059 -8.9552 -1.2182  0.3355
67 H 1.9465 -9.0071 -0.0142  0.4075
68 H 0.2927 -4.8208 -0.6102  0.4466
69 H 0.9064 -5.5760 0.8746  0.3360
70 C 7.8163 -4.3677 -6.7127  -0.6206
71 C 7.0735 -3.9817 -8.0003  -0.6950
72 C 7.0408 -2.4101 -8.1165  -0.5402
73 S 7.3215 -1.8067 -6.4459  1.0934
74 O 6.1337 -1.0607 -6.0059  -0.6627
75 O 8.7048 -1.2610 -6.4364  -0.6528
76 C 7.2943 -3.4224 -5.6482  -0.6505
77 H 8.8768 -4.1978 -6.8987  0.3213
78 H 7.6591 -5.4335 -6.5468  0.3395
79 H 6.0939 -4.4597 -8.0043  0.3484
80 H 7.5711 -4.4609 -8.8435  0.3076
81 H 6.0248 -2.1360 -8.4005  0.2915
82 H 7.7272 -1.8360 -8.7389  0.3799
83 H 6.2197 -3.5663 -5.5366  0.3327
84 H 7.8315 -3.5220 -4.7050  0.4070
85 C 0.1613 5.6931 -6.0074  -0.5826
86 C 1.5063 6.3795 -5.5920  -0.6519
87 C 2.1965 6.8306 -6.8735  -0.6343
88 S 1.6033 5.7165 -8.2726  1.0203
89 O 2.7058 4.9149 -8.7653  -0.6222
90 O 0.8528 6.4980 -9.2804  -0.6234
91 C 0.5354 4.7159 -7.1141  -0.6618
92 H -0.6008 6.4393 -6.2324  0.3196
93 H -0.1885 5.2353 -5.0821  0.3278
94 H 2.1723 5.7011 -5.0589  0.3147
95 H 1.2643 7.2053 -4.9230  0.3139
96 H 3.2863 6.8155 -6.8607  0.3774
97 H 1.9224 7.8516 -7.1390  0.3418
98 H 1.2064 3.9721 -6.6844  0.3230
99 H -0.1598 4.0615 -7.6398  0.4374
100 N -9.9868 -1.0215 -2.6664  -0.0162
101 C -8.6444 -1.1844 -2.9037  -0.4306
102 C -8.0517 -1.7663 -1.8548  -0.3651
103 C -9.0662 -2.1315 -0.9362  -0.2952
104 C -10.2430 -1.6034 -1.4035  -0.5691
105 H -10.6249 -0.4698 -3.2219  0.2179
106 H -8.2620 -0.6715 -3.7737  0.3514
107 H -7.0075 -2.0093 -1.7243  0.3847
108 H -8.8429 -2.6349 -0.0072  0.3780
109 H -11.1380 -1.4554 -0.8174  0.3460
110 N 0.5275 -6.3371 7.7502  -0.0406
111 C 0.3060 -5.1344 7.1100  -0.4226
112 C -0.9980 -5.1309 6.6642  -0.3603
113 C -1.6520 -6.2348 7.1552  -0.5298
114 C -0.6910 -7.0634 7.7213  -0.3729
115 H 1.3653 -6.5487 8.2730  0.2124
116 H 1.1407 -4.4528 7.0392  0.3926
117 H -1.4511 -4.2869 6.1655  0.3875
118 H -2.6332 -6.5460 6.8284  0.3619
119 H -0.7642 -8.0578 8.1362  0.3731
120 N 6.2021 1.7692 1.4595  -0.0085
121 C 6.5208 0.8796 0.4888  -0.4634
122 C 6.3924 -0.4017 1.1069  -0.3964
123 C 6.0385 -0.2071 2.4157  -0.3428
124 C 5.8978 1.1157 2.6533  -0.5510
125 H 6.2589 2.7662 1.3083  0.1987
126 H 6.6962 1.1706 -0.5363  0.3865
127 H 6.4346 -1.3531 0.5976  0.3825
128 H 5.8408 -1.0255 3.0922  0.3919
129 H 5.7037 1.7506 3.5051  0.4064
130 N 0.6660 0.9336 0.2514  0.0390
131 C -0.3316 0.6756 1.1570  -0.5013
132 C -1.5315 0.6508 0.5304  -0.3773
133 C -1.2353 0.8658 -0.8208  -0.3147
134 C 0.1364 0.9786 -0.9726  -0.5775
135 H 1.6245 1.0160 0.5587  0.1909
136 H -0.1222 0.6648 2.2164  0.3651
137 H -2.5107 0.5316 0.9702  0.4012
138 H -1.9830 0.8969 -1.5995  0.3863
139 H 0.7593 1.0570 -1.8514  0.3883

Calculated values
LUMO level: 0.15 eV
2S+1: 1
Max |F|: 3.4 eV/A
SMILES: O=S1(=O)CCCC1.O=S1(=O)CCCC1.O=S1(=O)CCCC1.O=S1(=O)CCCC1.O=S1(=O)CCCC1.c1cc[nH]c1.c1cc[nH]c1.c1cc[nH]c1.c1cc[nH]c1.CCCC#N.CCCC#N
Frontier orbital gap: 8.178 eV